{"formula": "C90H75N15O30", "method": "ωB97M-V/def2-TZVPD", "largest_force_ev_per_a": 4.65, "relative_energy_kj_mol": 755.30, "e_homo_ha": -0.35432, "symbols": ["C", "C", "C", "C", "C", "C", "N", "O", "O", "H", "H", "H", "H", "H", "C", "C", "C", "C", "C", "C", "N", "O", "O", "H", "H", "H", "H", "H", "C", "C", "C", "C", "C", "C", "N", "O", "O", "H", "H", "H", "H", "H", "C", "C", "C", "C", "C", "C", "N", "O", "O", "H", "H", "H", "H", "H", "C", "C", "C", "C", "C", "C", "N", "O", "O", "H", "H", "H", "H", "H", "C", "C", "C", "C", "C", "C", "N", "O", "O", "H", "H", "H", "H", "H", "C", "C", "C", "C", "C", "C", "N", "O", "O", "H", "H", "H", "H", "H", "C", "C", "C", "C", "C", "C", "N", "O", "O", "H", "H", "H", "H", "H", "C", "C", "C", "C", "C", "C", "N", "O", "O", "H", "H", "H", "H", "H", "C", "C", "C", "C", "C", "C", "N", "O", "O", "H", "H", "H", "H", "H", "C", "C", "C", "C", "C", "C", "N", "O", "O", "H", "H", "H", "H", "H", "C", "C", "C", "C", "C", "C", "N", "O", "O", "H", "H", "H", "H", "H", "C", "C", "C", "C", "C", "C", "N", "O", "O", "H", "H", "H", "H", "H", "C", "C", "C", "C", "C", "C", "N", "O", "O", "H", "H", "H", "H", "H", "C", "C", "C", "C", "C", "C", "N", "O", "O", "H", "H", "H", "H", "H"], "positions_angstrom": [[6.846, 1.474, 3.378], [7.643, 2.427, 3.977], [8.899, 2.000, 4.455], [9.516, 0.711, 4.184], [8.771, -0.143, 3.367], [7.444, 0.247, 3.030], [10.862, 0.276, 4.615], [11.395, -0.783, 4.232], [11.396, 1.161, 5.263], [5.839, 1.746, 3.097], [7.138, 3.326, 4.297], [9.515, 2.689, 5.014], [9.094, -1.094, 2.971], [7.016, -0.460, 2.334], [-0.075, -9.798, 4.668], [-0.659, -9.557, 3.432], [0.157, -9.702, 2.325], [1.460, -10.074, 2.458], [2.044, -10.308, 3.636], [1.286, -10.177, 4.789], [2.244, -9.950, 1.225], [3.421, -9.643, 1.330], [1.766, -10.239, 0.129], [-0.736, -9.648, 5.509], [-1.707, -9.297, 3.422], [-0.352, -9.381, 1.429], [3.107, -10.499, 3.665], [1.880, -10.277, 5.686], [11.604, 2.007, -5.585], [11.147, 1.148, -4.584], [9.867, 1.376, -4.052], [9.061, 2.439, -4.576], [9.634, 3.244, -5.556], [10.873, 3.087, -6.109], [7.657, 2.517, -4.300], [6.954, 3.332, -4.847], [7.174, 1.667, -3.524], [12.583, 1.827, -6.005], [11.723, 0.392, -4.072], [9.459, 0.703, -3.312], [9.025, 4.087, -5.845], [11.286, 3.763, -6.843], [1.289, 5.463, 6.727], [2.241, 6.238, 6.052], [3.155, 6.940, 6.772], [3.163, 6.891, 8.168], [2.317, 6.092, 8.867], [1.354, 5.397, 8.114], [4.133, 7.776, 8.851], [4.839, 8.535, 8.193], [4.087, 7.831, 10.098], [0.487, 4.933, 6.235], [2.394, 6.369, 4.991], [3.794, 7.646, 6.262], [2.318, 5.991, 9.943], [0.577, 4.870, 8.649], [-7.219, -5.190, 7.084], [-6.213, -5.029, 7.984], [-6.431, -5.383, 9.287], [-7.683, -5.732, 9.740], [-8.756, -5.802, 8.847], [-8.493, -5.548, 7.514], [-7.886, -6.188, 11.112], [-6.984, -6.865, 11.610], [-8.847, -5.798, 11.690], [-7.059, -4.972, 6.038], [-5.226, -4.798, 7.609], [-5.637, -5.214, 9.999], [-9.796, -6.071, 8.957], [-9.311, -5.654, 6.816], [-0.417, 1.544, 1.321], [0.310, 0.551, 0.687], [-0.070, -0.795, 0.830], [-1.262, -1.113, 1.453], [-2.053, -0.089, 2.010], [-1.599, 1.215, 1.943], [-1.712, -2.522, 1.495], [-2.381, -2.786, 2.494], [-1.276, -3.330, 0.659], [-0.062, 2.559, 1.214], [1.257, 0.688, 0.186], [0.550, -1.539, 0.352], [-3.031, -0.339, 2.394], [-2.071, 2.066, 2.412], [2.046, 9.892, -4.251], [2.959, 10.621, -3.513], [3.624, 10.011, -2.455], [3.357, 8.650, -2.207], [2.528, 7.879, -3.071], [1.930, 8.532, -4.120], [3.951, 8.061, -1.033], [3.902, 6.827, -0.925], [4.333, 8.798, -0.090], [1.559, 10.459, -5.031], [3.102, 11.660, -3.768], [4.184, 10.530, -1.691], [2.305, 6.831, -2.938], [1.242, 7.985, -4.746], [-10.265, -7.425, -0.853], [-9.350, -6.867, 0.024], [-8.383, -5.992, -0.458], [-8.306, -5.629, -1.858], [-9.215, -6.241, -2.695], [-10.143, -7.146, -2.176], [-7.461, -4.620, -2.354], [-6.719, -3.920, -1.600], [-7.361, -4.512, -3.564], [-10.979, -8.150, -0.491], [-9.450, -7.154, 1.060], [-7.589, -5.603, 0.163], [-9.162, -6.049, -3.757], [-10.786, -7.520, -2.960], [0.762, 12.461, 4.007], [0.702, 12.316, 2.629], [0.153, 11.075, 2.115], [-0.412, 10.130, 2.978], [-0.268, 10.357, 4.312], [0.207, 11.524, 4.838], [-1.113, 8.974, 2.375], [-1.036, 8.635, 1.216], [-1.693, 8.283, 3.188], [1.233, 13.358, 4.380], [1.113, 13.076, 1.981], [0.174, 10.912, 1.048], [-0.688, 9.581, 4.934], [0.223, 11.811, 5.878], [-11.739, 0.069, -3.042], [-11.974, -1.002, -2.224], [-11.413, -1.096, -1.004], [-10.528, -0.105, -0.524], [-10.249, 1.040, -1.322], [-10.868, 1.103, -2.603], [-9.829, -0.342, 0.752], [-8.945, 0.424, 1.075], [-10.139, -1.311, 1.457], [-12.132, 0.088, -4.047], [-12.478, -1.857, -2.651], [-11.632, -1.963, -0.397], [-9.709, 1.844, -0.845], [-10.643, 1.946, -3.240], [3.030, -5.253, 5.080], [3.829, -5.322, 3.935], [5.196, -5.648, 4.040], [5.811, -5.836, 5.310], [4.987, -5.743, 6.424], [3.594, -5.486, 6.373], [7.282, -5.894, 5.506], [7.699, -6.354, 6.534], [8.061, -5.631, 4.547], [1.963, -5.175, 4.929], [3.492, -5.042, 2.948], [5.834, -5.743, 3.174], [5.358, -5.630, 7.432], [3.082, -5.502, 7.324], [-0.248, -4.684, -6.265], [0.459, -3.442, -6.413], [0.911, -3.060, -7.664], [0.926, -3.989, -8.713], [0.285, -5.205, -8.566], [-0.379, -5.518, -7.359], [1.480, -3.696, -10.073], [1.511, -4.610, -10.876], [1.812, -2.514, -10.355], [-0.634, -4.955, -5.294], [0.576, -2.892, -5.491], [1.426, -2.144, -7.915], [0.199, -5.903, -9.386], [-0.974, -6.416, -7.276], [6.361, -9.007, -5.310], [5.205, -8.263, -5.227], [5.277, -7.130, -4.473], [6.416, -6.725, -3.850], [7.557, -7.569, -3.877], [7.558, -8.667, -4.695], [6.350, -5.455, -3.044], [5.263, -5.034, -2.667], [7.340, -4.908, -2.671], [6.337, -9.969, -5.802], [4.354, -8.687, -5.739], [4.367, -6.551, -4.410], [8.403, -7.272, -3.275], [8.451, -9.267, -4.793], [-2.395, 1.605, -5.435], [-1.260, 2.379, -5.525], [-0.911, 2.811, -6.787], [-1.775, 2.634, -7.921], [-2.857, 1.767, -7.794], [-3.164, 1.279, -6.516], [-1.429, 3.280, -9.230], [-2.061, 2.928, -10.209], [-0.652, 4.227, -9.271], [-2.841, 1.250, -4.517], [-0.628, 2.415, -4.651], [0.025, 3.340, -6.891], [-3.466, 1.262, -8.529], [-4.004, 0.642, -6.282], [-7.317, 6.941, -1.845], [-8.004, 7.693, -2.776], [-7.434, 8.056, -3.949], [-6.173, 7.570, -4.220], [-5.423, 6.761, -3.319], [-6.024, 6.464, -2.158], [-5.562, 7.948, -5.521], [-4.365, 7.641, -5.676], [-6.222, 8.561, -6.357], [-7.807, 6.681, -0.919], [-9.021, 7.996, -2.573], [-8.088, 8.698, -4.519], [-4.438, 6.377, -3.541], [-5.490, 5.895, -1.411]]}